Record 1
A molecular structure, C41H48AuN6OPS2 in a non-equilibrium geometry. Source: OMol25; level of theory: ωB97M-V with the def2-TZVPD basis set.

Positions of all 100 atoms, in Å:
1 Au 1.1898 0.4526 -0.1335
2 C 1.2402 0.1809 7.0195
3 C 0.5499 -0.8403 6.1121
4 C 1.1701 -2.2213 6.3597
5 C -0.9479 -0.8568 6.4615
6 C 0.6780 -0.4914 4.6489
7 C 1.2153 0.7140 4.2008
8 C 1.2550 0.9767 2.8476
9 N 0.8126 0.1304 1.9279
10 C 0.2799 -1.0401 2.3198
11 C 0.2070 -1.3636 3.6674
12 C -0.2205 -1.9367 1.2638
13 C -1.0825 -3.0031 1.5057
14 C -1.5006 -3.8287 0.4627
15 C -1.0257 -3.5165 -0.8128
16 C -0.2038 -2.4219 -0.9830
17 N 0.1859 -1.6587 0.0236
18 C -2.4402 -4.9974 0.6538
19 C -2.7026 -5.2894 2.1316
20 C -3.7747 -4.6591 -0.0308
21 C -1.8468 -6.2575 0.0071
22 H 1.1397 -0.1384 8.0535
23 H 0.7772 1.1620 6.9356
24 H 2.3022 0.2612 6.7974
25 H 1.1373 -2.4507 7.4203
26 H 2.2095 -2.2346 6.0392
27 H 0.6366 -3.0073 5.8338
28 H -1.0689 -1.1214 7.5084
29 H -1.4980 -1.5764 5.8603
30 H -1.3805 0.1297 6.3047
31 H 1.6044 1.4446 4.8879
32 H 1.6429 1.9148 2.4763
33 H -0.2155 -2.3086 3.9605
34 H -1.4282 -3.1758 2.5090
35 H -1.3002 -4.1130 -1.6662
36 H 0.1713 -2.1375 -1.9558
37 H -3.2245 -4.4652 2.6127
38 H -1.7735 -5.4927 2.6602
39 H -3.3328 -6.1703 2.2171
40 H -4.2048 -3.7495 0.3836
41 H -4.4736 -5.4741 0.1336
42 H -3.6519 -4.5278 -1.1028
43 H -0.8602 -6.4750 0.4088
44 H -1.7692 -6.1668 -1.0720
45 H -2.4939 -7.1039 0.2180
46 S 5.6383 -1.3230 -0.3330
47 C 3.9435 -1.0738 -0.4034
48 N 3.4972 0.0131 0.1367
49 C 4.5076 0.7705 0.6673
50 C 4.3953 2.0006 1.3111
51 C 5.5297 2.5898 1.8247
52 C 6.7824 1.9910 1.6861
53 C 6.9253 0.7923 1.0188
54 C 5.7827 0.1869 0.5192
55 H 3.3000 -1.7924 -0.8738
56 H 3.4341 2.4840 1.3793
57 H 5.4499 3.5352 2.3368
58 H 7.6529 2.4729 2.1000
59 H 7.8909 0.3311 0.8894
60 C -0.5452 3.9531 -10.2436
61 C -0.4530 3.2943 -8.9259
62 O -0.9375 3.5862 -7.8839
63 S 0.5881 1.7523 -9.0409
64 C 0.9090 1.4029 -7.3562
65 C 1.2017 2.4342 -6.4566
66 C 1.3907 2.1387 -5.1307
67 C 1.2833 0.8156 -4.6682
68 C 1.0480 -0.2193 -5.5869
69 C 0.8730 0.0722 -6.9196
70 C 1.3538 0.6106 -3.2800
71 C 1.3540 0.6181 -2.0653
72 H -1.4873 4.4931 -10.3277
73 H -0.4319 3.2384 -11.0557
74 H 0.2653 4.6811 -10.3231
75 H 1.2817 3.4563 -6.7913
76 H 1.6159 2.9228 -4.4237
77 H 0.9820 -1.2408 -5.2457
78 H 0.6662 -0.7171 -7.6275
79 C -3.5199 3.6713 0.6957
80 N -3.3660 2.2416 0.9178
81 C -3.8226 1.5165 -0.2544
82 N -3.0919 1.9267 -1.4389
83 C -3.2659 3.3527 -1.6433
84 N -2.7934 4.0928 -0.4879
85 C -1.3773 4.0533 -0.3291
86 P -0.7357 2.2833 0.0059
87 C -2.0322 1.8818 1.3123
88 C -1.7136 1.5273 -1.4113
89 H -3.1539 4.2189 1.5669
90 H -4.5807 3.8961 0.5555
91 H -4.8850 1.7277 -0.4048
92 H -3.6846 0.4445 -0.0951
93 H -4.3293 3.5624 -1.7829
94 H -2.7180 3.6663 -2.5335
95 H -1.0708 4.6912 0.5057
96 H -0.8865 4.4139 -1.2386
97 H -1.7759 2.4106 2.2368
98 H -1.9930 0.8052 1.5129
99 H -1.6479 0.4375 -1.3210
100 H -1.2227 1.8141 -2.3481

Values from the calculation:
**Total charge**: +2
**Energy relative to the best compared isomer or geometry (same formula, charge and spin)**: 192.92 kJ/mol
**LUMO level**: -7.7 eV
**Gap between HOMO and LUMO**: 4.2 eV
**Spin multiplicity**: 1
**HOMO level**: -11.86 eV

These are the Mulliken partial charges, in e, on atoms 1 to 2: atom 1 (Au): 1.623, atom 2 (C): -2.086

Record 2
A molecular structure, C41H48BiGeI2N2O7S in a non-equilibrium geometry. Source: OMol25; level of theory: ωB97M-V with the def2-TZVPD basis set.

Positions of all 103 atoms, in Å:
1 Bi -0.4510 -0.3168 0.3720
2 C 1.9043 -4.6457 -0.7229
3 C 1.6529 -3.1627 -0.9953
4 C 2.9411 -2.3685 -0.7927
5 C 1.1231 -2.9823 -2.4082
6 O 0.6349 -2.6710 -0.1097
7 Ge 0.6238 -3.0046 1.7362
8 O -1.1787 -2.4441 1.6805
9 C -2.2566 -2.8349 2.5251
10 C -2.7748 -4.1924 2.0630
11 C -1.7919 -2.9068 3.9784
12 C -3.3352 -1.7715 2.3767
13 O 1.1108 -1.1311 1.9714
14 C 2.0473 -0.5404 2.8939
15 C 2.8916 -1.6454 3.5223
16 C 2.9318 0.4139 2.1059
17 C 1.2650 0.1969 3.9719
18 H 2.5970 -5.0532 -1.4623
19 H 2.3326 -4.8010 0.2686
20 H 0.9665 -5.2043 -0.7809
21 H 3.7090 -2.7035 -1.4935
22 H 2.7656 -1.3029 -0.9472
23 H 3.3171 -2.5144 0.2241
24 H 1.8941 -3.2449 -3.1365
25 H 0.2604 -3.6338 -2.5746
26 H 0.8136 -1.9515 -2.5816
27 H -1.9668 -4.9269 2.0731
28 H -3.5744 -4.5478 2.7167
29 H -3.1687 -4.1230 1.0456
30 H -1.0282 -3.6780 4.1018
31 H -1.3630 -1.9474 4.2769
32 H -2.6252 -3.1388 4.6450
33 H -3.5824 -1.6382 1.3188
34 H -4.2445 -2.0569 2.9105
35 H -2.9843 -0.8180 2.7797
36 H 3.4135 -2.2184 2.7517
37 H 3.6349 -1.2104 4.1929
38 H 2.2697 -2.3354 4.0965
39 H 3.5350 -0.1404 1.3831
40 H 2.3185 1.1378 1.5660
41 H 3.6006 0.9549 2.7796
42 H 0.5688 -0.4888 4.4608
43 H 1.9431 0.5998 4.7277
44 H 0.6931 1.0181 3.5384
45 I -3.0499 3.8872 -1.9505
46 C -3.3438 1.9425 -2.5212
47 C -4.0385 1.6197 -3.6766
48 C -4.2190 0.2988 -4.0522
49 I -5.3035 -0.0498 -5.7783
50 C -3.6730 -0.7998 -3.2893
51 C -3.7947 -2.1571 -3.6265
52 C -3.1915 -3.1073 -2.8420
53 C -2.4519 -2.6981 -1.7286
54 N -2.3486 -1.4292 -1.3833
55 C -2.9494 -0.5007 -2.1340
56 C -2.7891 0.8994 -1.6786
57 O -2.2014 1.1653 -0.6265
58 H -4.4421 2.4128 -4.2892
59 H -4.3520 -2.4436 -4.5084
60 H -3.2675 -4.1577 -3.0854
61 H -1.9058 -3.3994 -1.1060
62 C 5.7612 0.3251 -5.6737
63 C 4.4724 0.5056 -4.9140
64 C 4.3853 1.4096 -3.8565
65 C 3.1994 1.5873 -3.1648
66 C 2.0838 0.8459 -3.5327
67 C 2.1438 -0.0581 -4.5806
68 C 3.3387 -0.2210 -5.2656
69 S 0.6000 1.0245 -2.6054
70 O 0.3631 2.4279 -2.3886
71 O -0.4475 0.2960 -3.3001
72 O 0.9553 0.3100 -1.3203
73 H 6.5991 0.7764 -5.1433
74 H 5.7010 0.7904 -6.6600
75 H 5.9818 -0.7324 -5.8242
76 H 5.2609 1.9822 -3.5731
77 H 3.1287 2.2934 -2.3464
78 H 1.2606 -0.6233 -4.8477
79 H 3.3915 -0.9254 -6.0886
80 N -0.0510 1.7018 1.1396
81 C -0.5296 2.7082 1.7158
82 C -0.1201 4.0958 1.2697
83 C 0.9550 4.2231 0.3948
84 C 1.3213 5.4635 -0.0984
85 C 0.6070 6.5994 0.2683
86 C -0.4745 6.4816 1.1288
87 C -0.8344 5.2349 1.6287
88 C -1.4821 2.6157 2.8858
89 C -1.1507 3.2170 4.0980
90 C -1.9699 3.0685 5.2078
91 C -3.1479 2.3373 5.1110
92 C -3.4920 1.7489 3.9019
93 C -2.6580 1.8806 2.7995
94 H 1.4738 3.3206 0.0947
95 H 2.1560 5.5476 -0.7833
96 H 0.8907 7.5702 -0.1191
97 H -1.0416 7.3597 1.4125
98 H -1.6875 5.1510 2.2916
99 H -0.2356 3.7943 4.1724
100 H -1.6916 3.5274 6.1483
101 H -3.7935 2.2284 5.9731
102 H -4.4114 1.1819 3.8172
103 H -2.9240 1.4202 1.8547

Values from the calculation:
**Energy relative to the best compared isomer or geometry (same formula, charge and spin)**: 229.51 kJ/mol
**LUMO level (spin up / spin down)**: -0.6 / -2.7 eV
**Expectation value of S²**: 0.79
**Gap between HOMO and LUMO (spin up / spin down)**: 6.9 / 4.8 eV
**Spin multiplicity**: 2
**HOMO level (spin up / spin down)**: -7.52 / -7.52 eV

These are the Mulliken partial charges, in e, on atoms 1 to 2: atom 1 (Bi): 5.803, atom 2 (C): -1.901

Record 3
A molecular structure, C41H48CsN11S. Source: OMol25; level of theory: ωB97M-V with the def2-TZVPD basis set.

Positions of all 102 atoms, in Å:
1 Cs 0.0986 0.0956 0.0045
2 C -4.6292 -0.2059 -4.0446
3 C -3.3182 0.0030 -4.4477
4 C -2.2576 -0.5257 -3.7233
5 C -2.4750 -1.2847 -2.5714
6 C -3.8058 -1.4860 -2.1767
7 C -4.8635 -0.9602 -2.8986
8 N -1.4332 -1.7797 -1.7808
9 C -1.0568 -3.0316 -1.9322
10 C -1.5649 -3.8767 -2.9990
11 C -1.1878 -5.1709 -3.1537
12 C -0.2620 -5.7885 -2.2682
13 C 0.2479 -5.0471 -1.2490
14 C -0.0982 -3.6826 -1.0501
15 N 0.4585 -2.9583 -0.0303
16 N 1.1002 -3.6095 0.8510
17 C 1.7648 -2.8311 1.8101
18 C 1.9824 -3.4228 3.0596
19 C 2.7138 -2.7370 4.0048
20 C 3.2210 -1.4791 3.6906
21 C 2.9406 -0.9694 2.4361
22 N 2.2355 -1.6185 1.5078
23 H -5.4538 0.2104 -4.6090
24 H -3.1134 0.5868 -5.3382
25 H -1.2436 -0.3461 -4.0607
26 H -3.9874 -2.0732 -1.2831
27 H -5.8797 -1.1368 -2.5642
28 H -2.2694 -3.4424 -3.6962
29 H -1.6007 -5.7408 -3.9791
30 H 0.0362 -6.8187 -2.4087
31 H 0.9601 -5.4765 -0.5577
32 H 1.5812 -4.4100 3.2433
33 H 2.9003 -3.1759 4.9777
34 H 3.8090 -0.9087 4.3970
35 H 3.3069 0.0110 2.1457
36 C -4.9134 0.5862 0.9168
37 C -3.5133 0.5174 0.8701
38 N -2.7865 1.1029 -0.0536
39 C -3.4144 1.8067 -1.0162
40 C -4.8091 1.9604 -1.0448
41 C -5.5571 1.3204 -0.0425
42 C -5.4322 2.7447 -2.0736
43 C -4.6924 3.3239 -3.0372
44 C -3.2657 3.1587 -3.0666
45 C -2.4771 3.7124 -4.0892
46 C -1.1238 3.5056 -4.0828
47 C -0.5684 2.7459 -3.0411
48 N -1.2785 2.2194 -2.0670
49 C -2.6130 2.4140 -2.0704
50 H -5.4577 0.0745 1.6988
51 H -2.9710 -0.0467 1.6284
52 H -6.6373 1.4108 -0.0466
53 H -6.5106 2.8509 -2.0612
54 H -5.1602 3.9084 -3.8208
55 H -2.9542 4.2855 -4.8761
56 H -0.4851 3.9087 -4.8572
57 H 0.5025 2.5581 -3.0081
58 C -0.2969 0.9774 6.2911
59 C 1.1303 0.5804 5.9146
60 N 1.8163 1.5246 5.0462
61 C 2.7254 2.4746 5.6716
62 C 2.0408 3.6659 6.3359
63 C 1.4496 1.6126 3.7218
64 C 2.1427 2.6501 2.8777
65 N 0.5996 0.8515 3.1374
66 H -0.7668 0.1743 6.8612
67 H -0.9025 1.1689 5.4051
68 H -0.3069 1.8791 6.9022
69 H 1.1325 -0.4016 5.4344
70 H 1.7315 0.4824 6.8201
71 H 3.4317 2.8290 4.9255
72 H 3.3128 1.9304 6.4156
73 H 1.4147 4.2011 5.6204
74 H 2.7872 4.3590 6.7283
75 H 1.4111 3.3472 7.1666
76 H 3.2128 2.4421 2.8016
77 H 2.0242 3.6549 3.2860
78 H 1.7031 2.6250 1.8865
79 H 0.1931 0.1598 3.7620
80 N -0.9949 4.5464 0.1008
81 C -0.4417 3.6934 0.6667
82 H -1.4694 5.2112 -0.4713
83 C 4.1524 -2.2543 -0.9775
84 N 4.2377 -0.8544 -1.3840
85 C 5.2260 -0.0762 -0.6609
86 C 3.2351 -0.2335 -2.0541
87 S 2.8992 1.4123 -1.8209
88 N 2.5235 -1.0036 -2.9105
89 C 3.1164 -2.1255 -3.6304
90 C 1.2802 -0.5341 -3.5022
91 H 4.3889 -2.3150 0.0847
92 H 4.8472 -2.8926 -1.5281
93 H 3.1371 -2.6233 -1.0996
94 H 6.1088 -0.7006 -0.5200
95 H 4.8530 0.2392 0.3177
96 H 5.4957 0.8124 -1.2241
97 H 4.1985 -2.1109 -3.5241
98 H 2.8785 -2.0099 -4.6887
99 H 2.7236 -3.0865 -3.2933
100 H 0.7635 0.1380 -2.8263
101 H 0.6463 -1.4013 -3.6910
102 H 1.4702 -0.0013 -4.4400

Values from the calculation:
**Energy relative to the best compared isomer or geometry (same formula, charge and spin)**: 20.73 kJ/mol
**LUMO level**: 0.2 eV
**Gap between HOMO and LUMO**: 6.2 eV
**Spin multiplicity**: 1
**HOMO level**: -5.98 eV

These are the Mulliken partial charges, in e, on atoms 1 to 2: atom 1 (Cs): 0.993, atom 2 (C): -0.659